{"formula": "C6H14N2O2", "method": "ωB97M-V/def2-TZVPD", "species": ["C", "N", "C", "C", "O", "H", "H", "H", "H", "H", "H", "H", "C", "N", "C", "C", "O", "H", "H", "H", "H", "H", "H", "H"], "coordinates": [[-2.16102, 2.12003, -0.70444], [-1.10560, 1.80022, 0.38334], [-1.53991, 0.94456, 1.29271], [-0.91888, 0.64495, 2.69502], [-2.46238, 0.21381, 1.04457], [-3.13524, 2.29621, -0.39659], [-1.80005, 2.98205, -1.22121], [-2.25742, 1.16129, -1.22379], [-0.31674, 2.45998, 0.52293], [-1.65865, 0.67529, 3.54626], [-0.19925, -0.21954, 2.70882], [-0.27828, 1.46594, 3.01823], [0.20321, -2.80132, -1.29877], [0.80987, -1.46523, -0.88740], [2.13449, -1.14028, -1.22855], [2.72890, 0.04262, -0.45684], [2.75776, -1.67748, -2.08165], [-0.49087, -2.75435, -2.12771], [0.92830, -3.48113, -1.83424], [-0.07627, -3.30671, -0.45111], [0.16234, -0.85801, -0.48111], [3.68361, -0.24739, -0.05866], [2.91088, 0.82952, -1.13240], [2.08120, 0.31497, 0.37260]], "forces_ev_per_a": [[3.13, -1.87, 0.50], [-0.24, 2.87, -1.47], [0.56, -2.31, 3.01], [1.37, 1.59, 0.42], [-1.96, -0.80, -0.82], [-1.58, 0.54, 1.60], [0.32, 0.12, -0.83], [0.27, 0.63, -0.75], [-1.19, -0.80, 0.11], [0.33, -0.79, -1.44], [-1.30, 0.44, -0.16], [0.38, 0.33, -0.19], [2.82, 1.33, -2.71], [1.32, -3.25, -1.80], [-2.10, 1.81, 1.61], [-0.94, -1.34, 0.59], [0.96, -1.51, -1.25], [-0.96, 0.58, 0.45], [0.16, 1.09, 1.00], [-1.29, -1.06, 1.85], [-0.50, 1.23, 0.89], [0.43, -0.30, 0.18], [0.02, 1.12, -0.76], [-0.01, 0.35, -0.02]], "smiles": "CNC(C)=O.CNC(C)=O", "homo_lumo_gap_ev": 10.2, "e_above_lowest_ev": 2.137, "homo_ha": -0.352}